# C4H9NO2

A cluster of 2 separate species, C4H9NO2 in total (ωB97M-V with the def2-TZVPD basis set, the Open Molecules 2025 dataset).

Last column: Mulliken charge in e.
Geometry (Å):
1 N 1.53247 0.64771 1.26526  -0.313
2 C 1.21804 -0.67412 1.24485  0.449
3 O 1.53152 -1.46563 2.10423  -0.591
4 C 0.40181 -1.10210 -0.01221  -0.292
5 C -0.90912 -0.42444 0.10877  -0.565
6 C -1.00164 0.92830 -0.44565  -0.173
7 O 0.15593 1.48341 -1.08001  -0.567
8 H 2.15630 0.96424 1.99135  0.214
9 H 1.36118 1.22320 0.44800  0.238
10 H 0.99948 -0.82330 -0.89210  0.321
11 H 0.31066 -2.18693 0.06891  0.243
12 H -2.31531 -1.83179 -1.71773  0.185
13 H -2.21071 -1.59654 -1.01866  -0.169
14 H -1.86639 0.93327 -1.13402  0.404
15 H -1.31176 1.53988 0.42242  0.334
16 H -0.05245 2.38484 -1.35342  0.283

Cartesian forces, eV/Å:
0.07 -0.07 0.05
0.11 0.02 0.14
-0.10 0.22 -0.26
-0.05 -0.09 -0.02
0.17 0.25 -0.06
-0.29 -0.21 0.29
0.04 0.21 -0.14
-0.08 -0.04 -0.07
0.06 -0.13 0.14
-0.08 0.02 0.10
-0.03 0.19 0.00
-0.04 -0.11 -0.26
-0.07 -0.04 0.09
0.17 -0.08 0.19
0.06 -0.04 -0.15
0.06 -0.11 -0.05

Charge: 0
ΔE to the lowest compared entry with this formula, charge and spin (eV): 5.0599
Molar mass (g mol⁻¹): 103.12
HOMO energy (eV): -8.72